1 | Formula: C5H39NO15
Source: the OMol25 dataset
Level of theory: the ωB97M-V functional and the def2-TZVPD basis

```
! RIJCOSX wB97M-V def2-TZVPD def2/J DEFGRID3
* xyz 0 1
H -2.68 -0.74 2.20
O 1.71 0.57 -1.83
H 0.16 -5.13 0.44
N 0.33 -0.85 0.65
O -2.28 3.47 0.58
H -0.04 -3.82 1.15
H -3.32 0.38 -0.50
O -0.42 1.11 -3.46
O -3.97 1.70 0.15
H -0.25 2.86 -1.98
C -2.95 -1.46 0.10
H 0.85 -2.32 -3.09
H 2.96 -2.64 1.89
O 3.43 3.03 2.16
C 1.17 -1.48 1.66
H 3.32 1.58 -0.87
H -2.52 -2.37 -0.32
C 2.44 -2.12 1.08
O -0.28 -2.65 -1.52
H -1.74 -2.15 1.74
H 0.84 0.59 -2.32
H 1.72 -2.78 -0.60
O 1.39 1.42 2.69
H -1.08 1.77 -3.65
H -4.33 2.26 -0.53
H 1.34 -1.67 -4.48
H 4.29 2.60 2.09
H -1.10 0.54 0.51
O -2.93 -0.44 -0.89
H 4.64 2.30 -1.04
O -1.68 -0.99 -3.16
H 2.17 -0.02 -2.47
O -0.06 3.14 -1.08
O 3.82 2.37 -0.57
H 0.63 3.81 -1.23
H 0.83 -0.30 -0.04
C -0.92 -0.26 1.23
H -0.63 0.24 2.15
H 1.64 -0.85 2.43
H -0.09 2.00 3.34
O 2.25 -3.15 0.11
H -0.92 0.23 -3.41
H 0.02 -1.95 -0.89
H -1.28 -1.73 -2.65
H 3.09 -1.34 0.67
H 0.55 -2.19 2.21
H -1.55 3.56 -0.08
H -1.97 3.58 1.51
H -4.00 -1.54 0.38
H -0.94 1.91 4.68
C -2.11 -1.19 1.38
H 2.12 2.06 2.60
H 3.28 3.46 1.31
O -0.91 2.30 3.82
H 1.11 1.25 1.79
O -0.48 -4.43 0.55
H -0.61 -3.41 -0.98
O 1.50 -1.70 -3.52
H -3.21 2.30 0.46
H -2.33 -0.68 -2.50
*
```

Highest occupied orbital energy ... -0.3363 Eh
HOMO-LUMO gap ... 9.290 eV

=====

2 | Formula: C5H39NO15
Source: the OMol25 dataset
Level of theory: the ωB97M-V functional and the def2-TZVPD basis

```
! RIJCOSX wB97M-V def2-TZVPD def2/J DEFGRID3
* xyz 0 1
H 2.63 0.07 2.87
H -3.45 -2.52 -0.32
H 1.26 1.69 1.66
C -0.27 -0.48 1.37
O -1.71 -2.85 2.96
H 0.73 2.59 3.35
O -4.44 -0.03 -0.47
H 2.72 2.41 0.11
H -2.44 -0.34 1.44
H 1.68 -2.82 2.94
C 0.86 -1.05 2.23
H -0.34 3.51 -1.09
C 1.14 -0.01 4.40
H 1.88 3.11 1.55
H -4.57 -2.46 0.51
H -0.06 -0.26 0.30
C 1.06 -2.38 2.12
O -3.59 -2.69 0.65
H -2.36 -2.03 -2.68
O -2.83 1.85 -2.57
H 2.57 -1.82 -0.65
H 4.92 0.16 1.19
O -0.27 0.64 -3.14
O 0.97 -1.71 -3.17
H 0.26 0.93 -2.44
H 1.32 2.36 -4.02
N 1.60 -0.06 2.97
H -1.53 -1.51 -4.59
H -0.70 -2.58 -3.88
H 0.66 -0.80 -3.22
H 0.98 -1.85 -2.19
H 3.24 2.28 -1.37
O 3.93 0.25 1.22
O 1.37 2.44 1.04
H -3.25 1.12 -2.07
H 1.27 -0.94 4.85
H -3.94 0.03 0.32
O 3.54 2.54 -0.46
H -2.56 -3.04 3.16
H -1.74 -0.54 2.97
H 0.06 -0.05 4.53
H 3.68 1.13 0.74
H 2.15 2.16 3.02
O 1.23 3.14 -3.73
H 0.69 -3.06 1.31
O 1.86 -1.23 -0.42
O 1.82 2.90 3.54
H 1.61 0.81 4.97
O -1.66 -2.40 -4.15
H 2.24 -0.47 0.13
O 0.33 2.92 -1.39
H -3.94 -0.85 -0.75
C -1.54 -0.43 1.95
H -2.29 -3.37 -2.08
H 0.72 2.64 -0.57
H -0.43 1.56 -3.40
H -3.18 2.69 -2.31
H 0.79 3.14 -2.99
O -2.78 -2.51 -1.99
H -2.08 -2.68 2.06
*
```

Highest occupied orbital energy ... -0.3368 Eh
HOMO-LUMO gap ... 9.112 eV

=====

Which structure is the most stable? The one labeled 1.

=====

1 | Formula: C4H11OS
Source: the OMol25 dataset
Level of theory: the ωB97M-V functional and the def2-TZVPD basis

```
! RIJCOSX wB97M-V def2-TZVPD def2/J DEFGRID3
* xyz -1 1
H -3.02 -2.37 -0.06
H 2.65 -0.34 -2.90
H 1.00 -0.05 -2.57
H 2.59 -0.16 -0.06
C -2.66 -0.93 1.55
H -1.47 -1.46 -0.23
C 1.91 -0.40 -2.09
S 1.05 1.70 -0.41
H -1.61 -2.72 0.98
H -3.45 -1.53 2.10
C 2.31 0.47 -0.90
H 0.48 0.90 0.52
O -1.71 -0.39 2.29
H 1.71 -1.43 -1.81
H -3.34 -0.21 0.99
C -2.17 -1.93 0.46
H 3.22 1.03 -1.12
*
```

Highest occupied orbital energy ... -0.0828 Eh
HOMO-LUMO gap ... 5.509 eV

=====

2 | Formula: C4H11OS
Source: the OMol25 dataset
Level of theory: the ωB97M-V functional and the def2-TZVPD basis

```
! RIJCOSX wB97M-V def2-TZVPD def2/J DEFGRID3
* xyz -1 1
C 1.13 -1.26 0.58
H 2.81 -0.44 -0.51
H -0.21 2.68 -1.33
C 2.46 -1.42 -0.18
C -2.39 0.59 0.77
H 2.29 -2.02 -1.06
H 3.25 -1.88 0.43
S -1.89 2.26 0.28
C -0.81 1.82 -1.10
H -2.67 0.66 1.82
H -0.19 0.97 -0.79
O 0.11 -0.81 -0.21
H 0.90 -2.27 1.02
H -3.21 0.24 0.16
H -1.39 1.54 -1.97
H -1.52 -0.06 0.65
H 1.34 -0.59 1.45
*
```

Highest occupied orbital energy ... -0.1049 Eh
HOMO-LUMO gap ... 6.413 eV

=====

3 | Formula: C4H11OS
Source: the OMol25 dataset
Level of theory: the ωB97M-V functional and the def2-TZVPD basis

```
! RIJCOSX wB97M-V def2-TZVPD def2/J DEFGRID3
* xyz -1 1
S -1.42 -1.16 -0.04
H -2.73 0.16 1.48
C -1.91 1.61 0.11
C 1.75 0.09 0.15
H 3.84 -0.54 0.50
H 3.52 1.31 0.10
H -2.42 1.38 -0.84
C 3.30 0.24 -0.02
H -1.01 0.55 1.72
H 3.50 0.02 -1.07
H 0.20 -0.41 -0.78
C -1.78 0.37 0.96
H -2.49 2.40 0.62
H 1.37 1.08 0.45
H 1.47 -0.64 0.91
H -0.93 2.05 -0.13
O 1.19 -0.25 -1.11
*
```

Highest occupied orbital energy ... -0.1064 Eh
HOMO-LUMO gap ... 6.947 eV

=====

Which structure is the most stable? The one labeled 3.

=====

1 | Formula: C5H11N3O
Source: the OMol25 dataset
Level of theory: the ωB97M-V functional and the def2-TZVPD basis

```
! RIJCOSX wB97M-V def2-TZVPD def2/J DEFGRID3
* xyz 0 1
H -2.04 1.50 0.61
H 1.23 -1.20 -1.67
C -1.94 1.09 -0.47
H -0.44 -1.10 -2.17
H -2.19 2.01 -1.15
H 1.13 0.47 2.43
N 0.14 1.89 -0.33
H -0.71 -0.33 1.22
N 0.19 -1.84 -1.55
H -1.06 -2.28 0.28
H -2.64 0.20 -0.66
H 0.71 -2.41 0.34
C 1.26 1.50 0.18
H 2.09 -0.48 0.03
O 1.79 -0.01 1.99
C -0.03 -1.73 -0.13
H 1.90 2.20 0.73
C 1.26 0.11 0.59
N -0.53 0.71 -0.64
C -0.12 -0.30 0.36
*
```

Highest occupied orbital energy ... -0.3364 Eh
HOMO-LUMO gap ... 10.041 eV
SMILES ... CN1N=C[C@@H](O)[C@@H]1CN

=====

2 | Formula: C5H11N3O
Source: the OMol25 dataset
Level of theory: the ωB97M-V functional and the def2-TZVPD basis

```
! RIJCOSX wB97M-V def2-TZVPD def2/J DEFGRID3
* xyz 0 1
N 1.45 0.93 1.78
H -2.32 0.44 -0.85
H 2.09 -1.11 -1.52
C 0.42 0.84 -1.68
C 0.50 0.59 0.80
N -1.42 -0.91 0.56
H -1.68 -1.16 -1.48
H 2.38 0.99 1.39
N 2.00 -0.65 -0.61
C 0.84 0.08 -0.45
O -0.94 -0.01 2.57
H -1.74 -0.53 2.74
H 1.33 0.36 2.61
C -0.77 -0.01 1.22
H -3.15 -1.08 -0.59
C -2.15 -0.62 -0.65
H -0.35 1.58 -1.46
H 1.27 1.40 -2.08
H 0.06 0.16 -2.47
H 2.16 -1.30 0.16
*
```

Highest occupied orbital energy (spin up / spin down) ... -0.2439 / -0.2404 Eh
HOMO-LUMO gap (spin up / spin down) ... 7.285 / 6.845 eV
SMILES ... C/N=C(O)\C(N)=C(/C)N

=====

3 | Formula: C5H11N3O
Source: the OMol25 dataset
Level of theory: the ωB97M-V functional and the def2-TZVPD basis

```
! RIJCOSX wB97M-V def2-TZVPD def2/J DEFGRID3
* xyz 0 1
N 2.48 -0.16 -1.02
N 1.44 -1.25 0.74
C -1.33 0.75 1.58
N -0.03 1.29 -1.64
H -1.10 1.70 1.10
H 2.41 -1.54 0.85
H -1.00 1.50 -1.86
H 3.14 0.26 -0.37
H -2.10 0.97 2.33
H 0.63 2.04 -1.47
H -2.13 -1.18 1.15
H -2.72 0.10 0.07
C -1.84 -0.28 0.59
H 2.37 0.41 -1.85
H 0.90 -2.11 0.66
C -0.88 -0.82 -0.54
C 1.28 -0.47 -0.39
C 0.15 0.19 -0.83
H -0.44 0.40 2.11
O -1.20 -1.80 -1.21
*
```

Highest occupied orbital energy ... -0.2534 Eh
HOMO-LUMO gap ... 7.681 eV
SMILES ... CCC(=O)C(N)=C(N)N

=====

4 | Formula: C5H11N3O
Source: the OMol25 dataset
Level of theory: the ωB97M-V functional and the def2-TZVPD basis

```
! RIJCOSX wB97M-V def2-TZVPD def2/J DEFGRID3
* xyz 0 1
H -0.77 2.03 -0.79
N -0.47 -0.53 0.23
H 0.08 2.26 0.74
H -1.74 0.61 1.31
O 2.85 0.84 -0.10
H 3.29 -1.47 0.73
C 0.56 0.39 -0.25
C 0.18 1.85 -0.27
C -2.44 -0.50 -1.15
H 1.72 -1.49 1.57
C 1.94 0.04 0.07
H 0.96 2.41 -0.78
N -1.18 -0.67 -0.99
H -3.10 -0.29 -0.32
H -1.70 -1.01 1.72
C 2.21 -1.35 0.61
H -0.17 -0.23 -1.51
N -1.16 -0.22 1.40
H -2.84 -0.57 -2.15
H 1.82 -2.12 -0.06
*
```

Highest occupied orbital energy (spin up / spin down) ... -0.2929 / -0.2929 Eh
HOMO-LUMO gap (spin up / spin down) ... 8.120 / 8.121 eV

=====

Which structure is the most stable? The one labeled 3.

=====

1 | Formula: C5H11N3O
Source: the OMol25 dataset
Level of theory: the ωB97M-V functional and the def2-TZVPD basis

```
! RIJCOSX wB97M-V def2-TZVPD def2/J DEFGRID3
* xyz 0 1
C -0.08 0.29 1.37
C -1.85 -1.30 0.54
H -2.30 -1.49 1.52
N 1.47 0.52 -0.16
H 1.88 2.12 -1.53
N -1.20 0.00 0.49
H 0.42 -1.53 1.88
H -2.62 -1.35 -0.23
N 0.54 -0.55 2.14
C 0.07 -0.23 -2.33
H 2.23 -0.32 1.29
H 0.09 -1.31 -2.31
H -0.34 0.26 -3.20
C 0.42 0.49 -1.28
H -1.10 -2.08 0.39
H -1.86 0.76 0.41
H 0.59 2.50 -0.31
C 1.11 1.72 -0.88
O 2.61 0.19 0.52
H -0.11 1.33 1.68
*
```

Highest occupied orbital energy ... -0.2930 Eh
HOMO-LUMO gap ... 8.801 eV
SMILES ... [H]/N=C\NC.C=C1CN1O

=====

2 | Formula: C5H11N3O
Source: the OMol25 dataset
Level of theory: the ωB97M-V functional and the def2-TZVPD basis

```
! RIJCOSX wB97M-V def2-TZVPD def2/J DEFGRID3
* xyz 0 1
O 1.14 1.26 1.39
H 2.04 1.78 -0.85
C 1.28 -1.95 0.61
H 0.95 0.61 2.09
C -2.24 0.88 0.21
C -0.30 -1.26 -1.04
C 0.97 1.56 -0.84
H 2.26 -1.58 0.95
H -1.80 1.43 1.05
H 0.67 1.11 -1.78
H -3.25 0.55 0.45
N 0.65 0.63 0.23
H 0.54 -1.79 1.40
H -2.28 1.57 -0.64
H -0.52 -1.17 -2.09
N -1.49 -1.51 -0.13
H 0.42 2.51 -0.69
N 0.96 -1.33 -0.66
C -1.38 -0.28 -0.12
H 1.37 -3.03 0.45
*
```

Highest occupied orbital energy (spin up / spin down) ... -0.3097 / -0.2820 Eh
HOMO-LUMO gap (spin up / spin down) ... 8.392 / 7.925 eV

=====

Which structure is the most stable? The one labeled 1.

=====

1 | Formula: C5H11N3O
Source: the OMol25 dataset
Level of theory: the ωB97M-V functional and the def2-TZVPD basis

```
! RIJCOSX wB97M-V def2-TZVPD def2/J DEFGRID3
* xyz 0 1
C -1.59 0.66 2.14
H -0.12 2.34 0.68
H -0.73 -0.57 -1.91
C -1.28 0.28 -1.58
H 3.07 -2.01 -1.01
H 1.68 -1.73 -2.12
C 2.46 -0.09 0.56
C 2.40 -1.23 -1.46
H -0.57 1.14 2.41
H -0.85 1.16 -2.22
C -0.88 0.74 -0.16
H -1.63 -0.13 2.80
H -2.31 0.19 -1.67
N 2.68 0.46 1.64
H -2.36 1.48 2.25
N -0.22 1.81 -0.11
H 2.66 0.14 2.61
N 1.80 -0.40 -0.45
H 2.97 -0.60 -2.19
O -1.66 0.14 0.79
*
```

Highest occupied orbital energy ... -0.3455 Eh
HOMO-LUMO gap ... 10.040 eV
SMILES ... [H]/N=C(/C)OC.CN=C=N

=====

2 | Formula: C5H11N3O
Source: the OMol25 dataset
Level of theory: the ωB97M-V functional and the def2-TZVPD basis

```
! RIJCOSX wB97M-V def2-TZVPD def2/J DEFGRID3
* xyz 0 1
C -1.09 0.06 0.56
H -1.10 -0.35 1.58
C 0.87 1.19 -0.67
H 1.27 -0.46 2.21
H -3.26 -1.36 0.13
H 0.27 1.08 -1.56
H 1.75 3.00 -1.26
N -2.75 -0.98 -0.67
H 0.89 1.13 2.10
H 0.75 -2.08 0.54
H 2.27 2.36 0.39
C 1.68 2.23 -0.51
H -2.94 -1.50 -1.51
H 0.70 -2.27 -1.76
H -1.65 1.01 0.52
N -1.38 -0.83 -0.48
C 0.63 0.12 0.35
N 1.31 0.35 1.61
C 0.68 -1.24 -0.16
O 1.08 -1.45 -1.43
*
```

Highest occupied orbital energy (spin up / spin down) ... -0.2714 / -0.2486 Eh
HOMO-LUMO gap (spin up / spin down) ... 8.118 / 7.419 eV

=====

3 | Formula: C5H11N3O
Source: the OMol25 dataset
Level of theory: the ωB97M-V functional and the def2-TZVPD basis

```
! RIJCOSX wB97M-V def2-TZVPD def2/J DEFGRID3
* xyz 0 1
N -1.68 -0.41 1.19
H 1.38 1.87 -0.28
C 0.57 -1.49 -0.99
H 1.15 -3.40 0.07
C -0.67 0.32 1.41
H -0.58 1.13 2.12
C -0.79 1.69 -1.43
N 1.11 1.54 0.79
O 0.44 0.75 -1.78
H -0.69 1.92 -0.30
H 0.25 -1.90 -1.96
H -0.58 -2.64 0.36
H -2.32 -0.34 1.94
H -1.56 0.94 -1.74
C 0.58 -0.14 -0.74
H -0.63 2.69 -2.07
H 0.82 -1.82 1.10
C 0.63 -2.42 0.11
H 2.07 1.45 1.54
N 0.51 0.25 0.67
*
```

Highest occupied orbital energy ... -0.3029 Eh
HOMO-LUMO gap ... 9.160 eV
SMILES ... [H]/N=C/N(N)/C(=C\C)OC

=====

Which structure is the most stable? The one labeled 1.

=====

1 | Formula: CH3NO
Source: the OMol25 dataset
Level of theory: the ωB97M-V functional and the def2-TZVPD basis

```
! RIJCOSX wB97M-V def2-TZVPD def2/J DEFGRID3
* xyz 0 1
H 0.48 -0.80 0.34
O -1.58 -0.23 0.33
C -0.39 -0.49 -0.33
N -0.95 0.72 -0.36
H -0.42 -1.00 -1.20
H -0.02 1.55 1.01
*
```

Highest occupied orbital energy (spin up / spin down) ... -0.3568 / -0.3598 Eh
HOMO-LUMO gap (spin up / spin down) ... 9.430 / 9.595 eV

=====

2 | Formula: CH3NO
Source: the OMol25 dataset
Level of theory: the ωB97M-V functional and the def2-TZVPD basis

```
! RIJCOSX wB97M-V def2-TZVPD def2/J DEFGRID3
* xyz 0 1
C 0.30 0.04 0.59
O 0.45 -1.13 0.97
H -0.78 -0.80 -0.97
H 0.80 0.90 0.90
N -0.62 0.14 -0.43
H -0.16 0.85 -1.06
*
```

Highest occupied orbital energy ... -0.3659 Eh
HOMO-LUMO gap ... 10.873 eV
SMILES ... NC=O

=====

3 | Formula: CH3NO
Source: the OMol25 dataset
Level of theory: the ωB97M-V functional and the def2-TZVPD basis

```
! RIJCOSX wB97M-V def2-TZVPD def2/J DEFGRID3
* xyz 0 1
O -0.82 -0.27 1.20
N -0.09 0.66 0.58
C 0.42 0.32 -0.53
H 0.33 -0.70 -0.89
H 0.99 1.08 -1.04
H -0.83 -1.08 0.68
*
```

Highest occupied orbital energy ... -0.3778 Eh
HOMO-LUMO gap ... 11.304 eV
SMILES ... C=NO

=====

Which structure is the most stable? The one labeled 2.

=====

1 | Formula: C4H8NO3
Source: the OMol25 dataset
Level of theory: the ωB97M-V functional and the def2-TZVPD basis

```
! RIJCOSX wB97M-V def2-TZVPD def2/J DEFGRID3
* xyz -1 1
H 2.67 -0.11 1.49
H -0.90 1.87 2.00
H -1.60 -0.34 -2.93
O 1.16 -0.61 -1.45
C 0.71 0.28 2.19
H -1.43 0.13 2.15
N 1.73 0.10 1.24
C -1.08 -0.34 -2.04
H -1.09 0.76 -1.76
O 0.92 0.13 3.37
C -0.61 0.82 1.62
H -1.68 -0.70 -1.23
H 1.48 -0.09 0.29
O 0.26 -1.61 -3.27
C 0.27 -0.92 -2.24
H -0.81 0.64 0.58
*
```

Highest occupied orbital energy ... -0.1627 Eh
HOMO-LUMO gap ... 8.195 eV

=====

2 | Formula: C4H8NO3
Source: the OMol25 dataset
Level of theory: the ωB97M-V functional and the def2-TZVPD basis

```
! RIJCOSX wB97M-V def2-TZVPD def2/J DEFGRID3
* xyz -1 1
N -2.12 -0.30 -0.89
H -1.50 0.49 -0.70
H 0.49 -0.81 -1.21
H 1.56 2.13 2.29
H -3.03 -0.09 -1.27
C 0.98 1.61 0.33
C 1.65 1.26 1.66
C -1.51 -1.50 -1.01
H 0.15 -1.37 0.43
O -2.22 -2.45 -1.39
O -0.29 1.71 0.35
H 1.17 0.37 2.06
C -0.09 -1.54 -0.62
H 2.71 1.11 1.44
O 1.71 1.90 -0.64
H 0.33 -2.52 -0.83
*
```

Highest occupied orbital energy ... -0.1611 Eh
HOMO-LUMO gap ... 8.279 eV

=====

Which structure is the most stable? The one labeled 2.

=====

1 | Formula: C4H8NO3
Source: the OMol25 dataset
Level of theory: the ωB97M-V functional and the def2-TZVPD basis

```
! RIJCOSX wB97M-V def2-TZVPD def2/J DEFGRID3
* xyz -1 1
H -0.86 -1.79 0.70
O 1.76 2.71 0.77
O -0.06 -3.23 -1.20
C -0.77 -1.19 -0.22
C 0.24 -1.92 -1.16
H -1.34 0.79 0.55
H 0.18 -1.45 -2.15
N 0.65 0.60 0.92
H -0.42 0.77 -0.96
C 0.77 2.13 1.14
H -0.34 2.35 0.54
H 1.58 0.36 0.62
H 1.30 -1.63 -0.75
O -0.36 2.51 1.69
C -0.51 0.28 0.07
H -1.82 -1.30 -0.55
*
```

Highest occupied orbital energy ... -0.0916 Eh
HOMO-LUMO gap ... 5.400 eV

=====

2 | Formula: C4H8NO3
Source: the OMol25 dataset
Level of theory: the ωB97M-V functional and the def2-TZVPD basis

```
! RIJCOSX wB97M-V def2-TZVPD def2/J DEFGRID3
* xyz -1 1
C -1.13 1.09 1.97
O -1.05 -0.64 -1.06
H -1.74 0.53 1.27
H 0.09 -2.42 -3.36
O 1.10 -1.04 -1.12
H 0.32 0.37 -0.10
N 0.78 0.98 0.42
C -0.46 -2.56 -2.49
H -1.46 -2.57 -2.62
H -0.29 -3.66 -2.08
H -1.17 0.57 3.01
H -1.78 2.01 2.12
C -0.12 -1.34 -1.44
O 0.88 2.25 2.35
C 0.27 1.56 1.52
H 1.80 1.23 0.22
*
```

Highest occupied orbital energy ... -0.1683 Eh
HOMO-LUMO gap ... 8.649 eV

=====

Which structure is the most stable? The one labeled 2.